a) DFT (ωB97M-V/def2-TZVPD) results for C26H28As2N2RuS as an isolated structure.

Last column: Mulliken charge in e.
Geometry (Å):
Ru1 -0.071 0.084 -0.682  -0.429
C1 -1.814 3.278 0.002  -1.258
As1 -0.685 1.910 0.774  1.268
C2 0.668 2.946 1.694  -1.308
C3 -1.779 1.214 2.234  -0.112
C4 -2.217 2.067 3.244  -0.872
C5 -3.006 1.587 4.277  -0.794
C6 -3.369 0.247 4.308  -0.773
C7 -2.942 -0.607 3.304  -0.802
C8 -2.144 -0.132 2.266  0.287
As2 -1.584 -1.292 0.809  1.450
C9 -3.273 -1.921 0.094  -1.247
C10 -1.014 -2.935 1.688  -1.261
H1 -2.076 4.032 0.743  0.454
H2 -2.720 2.812 -0.382  0.389
H3 -1.275 3.744 -0.822  0.417
H4 0.213 3.601 2.434  0.490
H5 1.198 3.544 0.955  0.434
H6 1.374 2.278 2.185  0.282
H7 -1.947 3.117 3.230  0.288
H8 -3.341 2.258 5.057  0.410
H9 -3.987 -0.130 5.111  0.410
H10 -3.240 -1.649 3.332  0.295
H11 -3.813 -2.482 0.855  0.449
H12 -3.069 -2.568 -0.758  0.410
H13 -3.864 -1.071 -0.238  0.375
H14 -1.692 -3.178 2.504  0.455
H15 0.001 -2.866 2.068  0.307
H16 -1.056 -3.732 0.945  0.431
S1 -1.832 0.293 -2.161  -0.498
C11 -1.109 -1.151 -2.850  0.642
C12 -1.502 -1.894 -3.953  -0.820
C13 -0.729 -2.987 -4.305  -0.223
C14 0.403 -3.307 -3.562  -0.846
C15 0.728 -2.521 -2.473  -0.523
N1 -0.024 -1.477 -2.126  0.305
H17 -2.381 -1.608 -4.514  0.480
H18 -1.001 -3.588 -5.162  0.406
H19 1.027 -4.148 -3.826  0.437
H20 1.601 -2.713 -1.862  0.525
C16 2.860 -0.761 2.517  -1.298
C17 4.072 -0.482 1.892  -0.445
C18 4.063 -0.020 0.596  -1.141
C19 2.853 0.142 -0.082  0.765
N2 1.688 -0.191 0.513  0.974
C20 1.703 -0.598 1.792  -0.665
C21 2.708 0.732 -1.413  1.078
C22 3.800 1.106 -2.200  -0.780
C23 3.592 1.709 -3.424  -0.830
C24 2.291 1.940 -3.858  -0.780
C25 1.206 1.558 -3.083  -0.108
C26 1.388 0.942 -1.842  0.099
H21 2.811 -1.091 3.545  0.491
H22 5.006 -0.604 2.424  0.443
H23 4.988 0.241 0.102  0.441
H24 0.741 -0.775 2.252  0.691
H25 4.813 0.928 -1.862  0.394
H26 4.434 2.001 -4.038  0.421
H27 2.122 2.422 -4.812  0.438
H28 0.207 1.746 -3.452  0.482

Summary:
- frontier orbital gap (spin up / spin down) (eV) = 8.4 / 6.8
- total charge = +1
- HOMO (spin up / spin down) (eV) = -10.77 / -10.76
- 2S+1 = 2

***

b) DFT (ωB97M-V/def2-TZVPD) results for C26H28As2N2RuS as an isolated structure.

Last column: Mulliken charge in e.
Geometry (Å):
Ru1 0.224 0.967 -0.374  -0.999
C1 4.225 -1.842 1.751  -1.212
As1 2.611 -0.763 1.543  0.282
C2 -0.615 -0.937 -0.727  0.506
C3 1.386 -1.669 2.728  0.642
C4 1.684 -2.893 3.328  -0.312
C5 0.719 -3.583 4.047  -0.788
C6 -0.558 -3.060 4.179  -0.834
C7 -0.866 -1.828 3.610  -0.164
C8 0.096 -1.126 2.901  -0.569
As2 -0.266 0.609 2.107  0.894
C9 0.692 1.719 3.386  -1.324
C10 -2.097 1.008 2.603  -1.427
H1 4.043 -2.873 1.446  0.372
H2 4.567 -1.824 2.785  0.389
H3 4.996 -1.417 1.113  0.413
H4 -1.829 -2.501 0.072  0.467
H5 1.380 -1.277 -0.786  0.056
H6 -1.391 -0.755 -1.463  0.065
H7 2.672 -3.323 3.229  0.384
H8 0.966 -4.533 4.502  0.410
H9 -1.314 -3.603 4.730  0.423
H10 -1.863 -1.425 3.733  0.374
H11 0.420 1.388 4.388  0.406
H12 0.410 2.758 3.243  0.503
H13 1.766 1.613 3.247  0.426
H14 -2.250 0.860 3.671  0.496
H15 -2.795 0.398 2.033  0.412
H16 -2.264 2.058 2.363  0.353
S1 0.249 3.206 0.434  -0.356
C11 -1.311 3.163 -0.362  0.267
C12 -2.245 4.172 -0.561  -0.877
C13 -3.388 3.867 -1.272  -0.178
C14 -3.575 2.579 -1.771  -0.935
C15 -2.610 1.626 -1.535  -0.348
N1 -1.518 1.920 -0.821  0.618
H17 -2.056 5.163 -0.174  0.497
H18 -4.132 4.631 -1.453  0.423
H19 -4.452 2.321 -2.346  0.452
H20 -2.706 0.620 -1.915  0.430
C16 -0.239 -3.350 -1.049  -0.648
C17 0.274 -3.254 -2.292  -0.679
C18 0.573 -2.107 -3.173  -0.113
C19 0.758 -0.863 -2.719  -0.336
N2 0.647 -0.774 -1.290  0.371
C20 -0.767 -2.300 -0.091  0.480
C21 0.959 0.474 -3.262  0.887
C22 1.220 0.724 -4.608  -0.710
C23 1.321 2.028 -5.053  -0.669
C24 1.150 3.072 -4.151  -0.833
C25 0.877 2.820 -2.813  0.171
C26 0.779 1.520 -2.321  -0.138
H21 -0.322 -4.361 -0.662  0.427
H22 0.512 -4.208 -2.751  0.377
H23 0.658 -2.319 -4.231  0.480
H24 -0.282 -2.406 0.880  -0.437
H25 1.346 -0.102 -5.297  0.428
H26 1.530 2.235 -6.094  0.406
H27 1.232 4.096 -4.494  0.432
H28 0.765 3.663 -2.143  0.466

Summary:
- frontier orbital gap (spin up / spin down) (eV) = 7.0 / 6.4
- total charge = +1
- HOMO (spin up / spin down) (eV) = -10.57 / -10.65
- 2S+1 = 2

***

Short version: a), b), most stable first.

***

a) DFT (ωB97M-V/def2-TZVPD) results for one molecule with the formula C7H8N2O.

Last column: Mulliken charge in e.
Geometry (Å):
C1 -1.748 0.431 -1.382  -0.149
C2 -0.997 1.501 -1.129  -0.697
C3 -1.790 -0.741 -0.575  -0.343
C4 -0.784 -1.284 0.210  -0.482
C5 -0.181 1.664 0.009  0.319
C6 0.589 -0.828 0.040  0.582
C7 1.461 -0.880 1.377  -1.461
N1 0.686 2.007 0.701  0.491
N2 1.152 -0.564 -1.052  -0.608
O1 1.554 2.153 1.529  -0.660
H1 -2.415 0.660 -2.190  0.355
H2 -1.164 2.314 -1.818  0.374
H3 -2.789 -1.180 -0.703  0.333
H4 -0.962 -2.037 0.919  0.462
H5 1.026 -0.428 2.253  0.336
H6 2.487 -0.438 1.307  0.386
H7 1.709 -1.852 1.592  0.492
H8 2.166 -0.500 -1.087  0.268

Summary:
- frontier orbital gap (eV) = 8.2
- SMILES = [H]/N=C(C)/C=C\C=C/C#[N+][O-]
- HOMO (eV) = -8.66
- 2S+1 = 1

***

b) DFT (ωB97M-V/def2-TZVPD) results for C7H8N2O as an isolated structure.

Last column: Mulliken charge in e.
Geometry (Å):
C1 0.149 0.371 -3.475  -0.136
C2 0.229 0.155 -2.303  -0.772
C3 -0.615 1.675 1.190  0.141
C4 0.096 -1.535 0.980  -0.743
C5 1.260 -0.942 0.157  -0.803
C6 -0.880 -0.491 0.374  0.030
C7 0.322 0.177 -0.285  0.756
N1 -1.375 0.542 1.236  -0.155
N2 0.379 1.453 0.243  -0.082
O1 -0.747 2.675 1.845  -0.615
H1 0.105 0.458 -4.523  0.434
H2 -0.151 -2.568 0.747  0.280
H3 0.219 -1.422 2.054  0.319
H4 2.125 -0.609 0.727  0.271
H5 1.587 -1.585 -0.656  0.301
H6 -1.661 -0.906 -0.266  0.363
H7 -2.179 0.449 1.829  0.173
H8 1.137 2.102 0.124  0.236

Summary:
- frontier orbital gap (eV) = 10.3
- HOMO (eV) = -9.66
- 2S+1 = 1

***

Short version: b), a), most stable first.

***

a) DFT (ωB97M-V/def2-TZVPD) results for an isolated ion of composition C7H13N2 and charge +1.

Last column: Mulliken charge in e.
Geometry (Å):
C1 1.130 -0.943 0.133  -0.390
C2 0.025 -0.102 0.254  -0.137
C3 2.292 -0.240 -0.011  0.200
C4 0.534 1.363 0.097  -0.406
C5 -2.290 0.563 0.895  -1.477
C6 -2.089 -0.840 -1.121  -1.432
C7 -1.460 -0.512 0.199  0.823
N1 1.944 1.073 -0.012  -0.132
N2 3.521 -0.668 -0.116  -0.367
H1 0.989 -2.061 0.187  0.372
H2 -0.104 1.540 -0.757  0.311
H3 0.467 2.147 0.865  0.332
H4 -3.258 0.194 1.282  0.399
H5 -2.557 1.352 0.170  0.362
H6 -1.824 1.084 1.786  0.344
H7 -1.347 -1.410 -1.645  0.404
H8 -2.295 -0.065 -1.768  0.435
H9 -3.002 -1.364 -1.033  0.396
H10 -1.266 -1.457 0.863  0.291
H11 2.538 1.918 -0.103  0.248
H12 3.777 -1.564 0.099  0.201
H13 4.274 -0.007 -0.264  0.223

Summary:
- frontier orbital gap (spin up / spin down) (eV) = 7.8 / 6.9
- total charge = +1
- HOMO (spin up / spin down) (eV) = -10.57 / -14.32
- 2S+1 = 3

***

b) DFT (ωB97M-V/def2-TZVPD) results for C7H13N2 as an isolated structure.

Last column: Mulliken charge in e.
Geometry (Å):
C1 -1.498 -0.892 1.146  -0.302
C2 -2.128 1.852 -0.812  -0.338
C3 -0.071 -1.221 0.956  -0.828
C4 0.279 1.138 0.268  -0.851
C5 0.725 -0.276 0.031  1.653
C6 0.522 -0.690 -1.431  -1.638
C7 2.225 -0.316 0.380  -1.863
N1 -2.152 0.096 0.674  -0.455
N2 -1.558 1.046 -0.022  0.364
H1 -2.087 -1.571 1.755  0.468
H2 -3.190 1.757 -1.014  0.314
H3 -1.566 2.635 -1.298  0.262
H4 0.384 -1.267 1.954  0.425
H5 -0.019 -2.246 0.579  0.415
H6 0.303 1.470 1.299  0.366
H7 0.607 1.872 -0.453  0.410
H8 0.922 0.060 -2.107  0.405
H9 -0.532 -0.835 -1.659  0.407
H10 1.043 -1.622 -1.631  0.445
H11 2.783 0.343 -0.280  0.451
H12 2.607 -1.327 0.255  0.416
H13 2.402 -0.005 1.407  0.472

Summary:
- frontier orbital gap (spin up / spin down) (eV) = 7.2 / 7.1
- total charge = +1
- HOMO (spin up / spin down) (eV) = -10.80 / -15.31
- 2S+1 = 3

***

Short version: a), b), most stable first.